(1)
14
Properties=species:S:1:pos:R:3:mulliken_charge:R:1 method="wB97M-V/def2-TZVPD" energy_ha=-1061.853118 spin_multiplicity=1 total_charge=0 smiles="C=NS[C@@H](C#N)CS" lumo_ev=0.59 fmax_ev_per_a=1.18 de_lowest_ev=1.716
C 1.224 -0.448 0.604 -0.997
C 0.617 0.677 -0.246 0.346
C -2.997 -0.625 -0.073 -0.220
C 1.376 1.930 -0.152 0.034
H 2.428 -1.642 -1.049 0.125
H 1.342 -0.084 1.628 0.369
H 0.554 -1.281 0.595 0.454
H 0.587 0.378 -1.261 0.330
H -3.423 -1.567 -0.412 0.241
H -3.695 0.100 0.361 0.215
N -1.754 -0.434 -0.236 -0.310
N 1.963 2.919 -0.043 -0.400
S 2.868 -0.977 0.016 -0.166
S -1.091 1.052 0.268 -0.019

---

(2)
14
Properties=species:S:1:pos:R:3:mulliken_charge:R:1 method="wB97M-V/def2-TZVPD" energy_ha=-1061.820971 spin_multiplicity=1 total_charge=0 lumo_ev=-0.71 fmax_ev_per_a=3.81 de_lowest_ev=2.590
C 1.655 0.808 -0.259 0.115
C -0.119 -0.567 0.450 -0.021
C -1.443 -0.839 0.354 -0.570
C -2.487 0.076 0.079 0.304
H 3.576 -0.406 -0.697 0.240
H 2.103 -1.217 -0.743 0.238
H 2.088 1.868 -0.143 0.297
H 0.640 -1.396 0.743 0.309
H -1.880 -1.841 0.673 0.256
H -0.931 1.731 0.253 0.239
N 2.480 -0.254 -0.616 -0.462
N 0.561 0.680 0.360 -0.436
S -2.224 1.749 -0.047 -0.225
S -4.018 -0.393 -0.407 -0.285

---

(3)
14
Properties=species:S:1:pos:R:3:mulliken_charge:R:1 method="wB97M-V/def2-TZVPD" energy_ha=-1061.806362 spin_multiplicity=1 total_charge=0 smiles="C[C@]1(N)C=NSC1=S" lumo_ev=-0.71 fmax_ev_per_a=5.78 de_lowest_ev=2.988
C -0.402 1.061 -1.010 -1.316
C 0.065 -0.006 0.011 1.412
C 1.459 -0.518 -0.013 -0.476
C -0.878 -1.174 0.120 -0.246
H -1.306 1.716 -0.375 0.324
H -0.998 0.398 -1.888 0.306
H 0.448 1.740 -1.300 0.339
H 0.220 1.560 1.217 0.222
H 0.215 0.121 2.058 0.259
H 2.332 0.038 -0.051 0.480
N -0.169 0.708 1.252 -0.672
N 1.570 -1.817 -0.110 -0.536
S 0.039 -2.618 0.020 0.086
S -2.594 -1.208 0.068 -0.183

---

(4)
14
Properties=species:S:1:pos:R:3:mulliken_charge:R:1 method="wB97M-V/def2-TZVPD" energy_ha=-1061.815846 spin_multiplicity=1 total_charge=0 smiles="CC1=NC(=S)CN1S" lumo_ev=-0.42 fmax_ev_per_a=4.64 de_lowest_ev=2.730
C 1.205 1.633 -0.032 -0.949
C 0.015 0.754 0.018 0.750
C -1.934 -0.195 -0.104 0.001
C -0.893 -1.310 -0.245 -0.336
H 0.656 2.684 -0.425 0.263
H 1.845 1.109 -0.849 0.341
H 1.666 2.024 0.995 0.269
H -1.254 -1.869 0.669 0.254
H -0.889 -1.925 -1.228 0.316
H 2.070 -1.168 1.298 0.141
N -1.222 1.023 -0.066 -0.564
N 0.399 -0.677 -0.112 -0.074
S -3.540 -0.642 0.080 -0.260
S 1.875 -1.443 0.002 -0.151

---

(5)
13
Properties=species:S:1:pos:R:3:mulliken_charge:R:1 method="wB97M-V/def2-TZVPD" energy_ha=-319.886932 spin_multiplicity=1 total_charge=+1 smiles="N=[N+]=C1CCC=N1" lumo_ev=-5.87 fmax_ev_per_a=5.82 de_lowest_ev=3.937
C -0.223 -1.838 0.019 -0.110
C -0.805 0.307 -0.097 0.505
C 1.084 -1.164 0.234 -0.630
C 0.920 0.325 -0.166 -0.605
N -1.244 -0.986 -0.051 -0.453
N -1.578 2.557 0.283 -0.708
N -1.328 1.413 0.108 0.702
H -0.471 -2.824 0.122 0.501
H 1.283 -1.191 1.265 0.334
H 1.909 -1.517 -0.284 0.393
H 1.072 0.572 -1.207 0.351
H 1.344 1.242 0.291 0.390
H -1.965 3.104 -0.517 0.331

---

(6)
13
Properties=species:S:1:pos:R:3:mulliken_charge:R:1 method="wB97M-V/def2-TZVPD" energy_ha=-319.823040 spin_multiplicity=1 total_charge=+1 lumo_ev="-8.02 / -6.89" fmax_ev_per_a=3.58 de_lowest_ev=5.676
C -0.545 0.937 -0.265 1.002
C -0.574 -0.513 0.355 0.450
C 0.840 1.374 -0.650 -1.105
C 0.564 -1.428 0.289 -1.229
N -1.669 1.426 -0.216 -0.502
N -2.724 -0.255 1.192 -0.338
N -1.766 -0.718 0.827 0.551
H 0.842 2.358 -0.876 0.388
H 1.132 0.726 -1.504 0.336
H 1.489 1.188 0.251 0.322
H 0.935 -1.560 -0.800 0.358
H 0.125 -2.376 0.471 0.381
H 1.349 -1.159 0.926 0.387

---

(7)
13
Properties=species:S:1:pos:R:3:mulliken_charge:R:1 method="wB97M-V/def2-TZVPD" energy_ha=-319.962825 spin_multiplicity=1 total_charge=+1 lumo_ev=-6.58 fmax_ev_per_a=3.40 de_lowest_ev=1.872
C -1.255 -1.001 0.100 -0.042
C 0.957 0.231 0.061 0.419
C 0.217 -1.171 -0.003 -0.412
C -1.220 1.288 -0.047 0.031
N -1.835 0.146 -0.057 -0.381
N 2.189 0.454 -0.038 -0.624
N 0.129 1.363 0.163 -0.160
H -1.877 -1.825 0.346 0.448
H 0.339 -1.718 0.869 0.325
H 0.723 -1.788 -0.850 0.365
H -1.911 2.079 -0.298 0.418
H 2.774 -0.292 -0.274 0.246
H 0.772 2.234 0.028 0.368

---

(8)
14
Properties=species:S:1:pos:R:3:mulliken_charge:R:1 method="wB97M-V/def2-TZVPD" energy_ha=-395.061811 spin_multiplicity=1 total_charge=+1 lumo_ev="-6.09 / -6.09" fmax_ev_per_a=4.98 de_lowest_ev=5.083
C -0.069 0.449 -0.812 0.277
C 1.422 -1.102 -0.057 0.195
C -0.587 0.740 0.556 0.578
C -2.101 1.056 0.447 -1.153
N 0.801 -0.863 0.910 0.562
N -0.155 -0.290 1.441 -0.871
N 2.289 -1.677 -0.818 -0.447
O 0.040 0.621 -1.947 -0.149
H -0.120 1.672 0.867 0.298
H -2.749 0.693 -0.275 0.412
H -2.101 2.122 0.311 0.354
H -2.232 0.755 1.453 0.335
H 2.160 -2.534 -1.392 0.285
H 3.403 -1.641 -0.684 0.324

---

(9)
14
Properties=species:S:1:pos:R:3:mulliken_charge:R:1 method="wB97M-V/def2-TZVPD" energy_ha=-395.205427 spin_multiplicity=1 total_charge=+1 smiles="C=[N+]1C=NN(C)C1=O" lumo_ev="-6.70 / -6.70" fmax_ev_per_a=4.44 de_lowest_ev=1.175
C -0.699 -1.081 0.954 -0.134
C -0.334 0.548 -0.627 0.328
C -2.607 -0.269 -0.347 -0.027
C 2.186 0.629 -0.127 -0.733
N 0.561 -0.819 0.969 -0.614
N 0.874 0.100 0.095 0.537
N -1.375 -0.315 0.012 0.126
O -0.500 1.334 -1.481 -0.392
H -1.179 -1.803 1.583 0.412
H -2.885 0.421 -1.138 0.287
H -3.349 -0.903 0.123 0.277
H 2.384 1.454 0.561 0.315
H 2.920 -0.156 0.050 0.296
H 2.258 0.992 -1.151 0.322

---

(10)
16
Properties=species:S:1:pos:R:3:mulliken_charge:R:1 method="wB97M-V/def2-TZVPD" energy_ha=-868.506631 spin_multiplicity=3 total_charge=+1 lumo_ev="-5.18 / -7.12" fmax_ev_per_a=8.57 s2=2.01 de_lowest_ev=0.000
C -0.411 1.071 0.005 0.191
C -1.125 -0.149 0.097 0.549
C 1.353 1.330 -1.522 0.745
C 1.800 0.322 0.588 -0.817
N 1.002 0.904 -0.398 0.067
N -0.477 -1.201 -0.103 -0.125
N -1.124 -2.358 -0.174 -0.460
O -0.863 2.171 0.048 -0.546
O -2.456 -0.053 0.508 -0.499
S 1.656 2.081 -2.828 -0.165
H 2.660 -0.046 0.191 0.456
H 1.989 1.017 1.305 0.385
H 1.112 -0.375 1.205 0.257
H -2.606 0.855 0.844 0.380
H -2.020 -2.452 0.284 0.292
H -0.490 -3.117 -0.050 0.290

---

(11)
14
Properties=species:S:1:pos:R:3:mulliken_charge:R:1 method="wB97M-V/def2-TZVPD" energy_ha=-375.019102 spin_multiplicity=1 total_charge=0 smiles="[H]/N=C(N)/C(C#N)=C/N" lumo_ev=0.56 fmax_ev_per_a=2.77 de_lowest_ev=1.150
C -0.673 1.014 0.013 -0.149
C -0.365 -0.324 0.007 0.150
C -1.434 -1.117 -0.505 0.003
C 1.040 -0.771 0.059 0.427
H -1.845 2.436 -0.470 0.261
H -2.648 0.951 -0.589 0.299
H 0.030 1.755 0.287 0.465
H 1.513 0.186 1.763 0.266
H 2.903 -0.279 0.790 0.246
H 2.432 -1.917 -0.518 0.194
N -1.930 1.481 -0.082 -0.501
N -2.350 -1.720 -0.921 -0.486
N 1.933 0.081 0.793 -0.544
N 1.396 -1.776 -0.628 -0.632

---

(12)
14
Properties=species:S:1:pos:R:3:mulliken_charge:R:1 method="wB97M-V/def2-TZVPD" energy_ha=-374.946016 spin_multiplicity=1 total_charge=0 smiles="[H]/N=N/c1[nH]ccc1N" lumo_ev=0.63 fmax_ev_per_a=6.10 de_lowest_ev=3.139
C -0.733 -0.126 -0.156 0.483
C -0.682 -1.494 -0.597 -0.675
C 0.591 -1.676 -1.047 -0.339
C 0.468 0.437 -0.266 0.026
H -1.342 1.572 0.784 0.370
H -2.430 0.149 1.327 0.197
H -1.395 -2.200 -0.910 0.376
H 1.018 -2.502 -1.555 0.450
H 2.284 -0.470 -1.252 0.279
H 1.018 2.801 1.884 0.234
N -1.738 0.546 0.635 -0.538
N 1.427 -0.622 -0.693 -0.176
N 1.146 1.394 0.611 -0.166
N 0.365 2.191 1.237 -0.523

---

(13)
14
Properties=species:S:1:pos:R:3:mulliken_charge:R:1 method="wB97M-V/def2-TZVPD" energy_ha=-375.000229 spin_multiplicity=1 total_charge=0 lumo_ev=0.28 fmax_ev_per_a=3.47 de_lowest_ev=1.664
C 0.083 1.416 0.089 -1.387
C -0.910 -1.332 -0.075 0.426
C 0.977 0.046 0.040 0.811
N 2.324 0.178 0.010 -0.404
N 0.443 -1.122 0.006 -0.610
N -1.362 -2.518 0.114 -0.607
C -1.898 -0.233 -0.065 0.317
N -2.884 0.360 -0.268 -0.450
H 2.752 1.041 -0.299 0.223
H 2.870 -0.673 -0.073 0.262
H -2.384 -2.523 0.180 0.271
H -0.287 1.619 -0.917 0.396
H -0.559 1.560 0.961 0.391
H 0.835 2.182 0.298 0.360

---

(14)
14
Properties=species:S:1:pos:R:3:mulliken_charge:R:1 method="wB97M-V/def2-TZVPD" energy_ha=-374.801389 spin_multiplicity=1 total_charge=0 lumo_ev=0.55 fmax_ev_per_a=12.38 de_lowest_ev=7.074
C 0.818 -0.894 0.506 -0.027
C -0.170 -0.061 0.765 -0.170
C -0.482 0.512 -0.382 0.461
C 0.192 -0.075 -1.375 -0.407
H 0.617 -2.850 1.235 0.266
H 1.938 -1.888 2.352 0.297
H -0.308 0.589 1.840 0.214
H -0.077 -0.157 -2.544 0.251
H 1.342 -1.888 -1.561 0.371
H -2.078 3.117 0.234 0.251
N 1.359 -1.890 1.136 -0.627
N 1.122 -0.980 -0.838 -0.176
N -1.485 1.556 -0.614 -0.300
N -1.508 2.198 0.510 -0.404

---

(15)
14
Properties=species:S:1:pos:R:3:mulliken_charge:R:1 method="wB97M-V/def2-TZVPD" energy_ha=-374.779087 spin_multiplicity=1 total_charge=0 lumo_ev=-0.42 fmax_ev_per_a=5.88 de_lowest_ev=7.681
C 0.301 0.759 -0.020 0.355
C -0.955 1.231 -0.059 -0.242
C -0.557 -1.359 0.287 -0.408
C 0.595 -0.659 -0.092 0.609
H 1.332 2.641 1.171 0.284
H 2.614 0.994 -0.274 0.271
H -1.009 2.382 -0.005 0.298
H -0.601 -2.417 0.431 0.419
H 2.272 -2.278 0.511 0.291
H 2.555 -1.029 -0.987 0.250
N 1.370 1.718 0.069 -0.676
N -2.002 0.343 -0.233 -0.405
N -1.783 -0.864 0.055 -0.342
N 1.920 -1.213 -0.111 -0.704

---

(16)
14
Properties=species:S:1:pos:R:3:mulliken_charge:R:1 method="wB97M-V/def2-TZVPD" energy_ha=-374.884026 spin_multiplicity=1 total_charge=0 lumo_ev=-0.09 fmax_ev_per_a=5.49 de_lowest_ev=4.826
C 0.244 -1.683 -0.967 -1.211
C -0.194 -0.674 -0.003 0.301
C 0.124 1.097 1.359 -0.330
C -0.383 0.663 0.051 0.374
H 0.483 -1.492 -2.015 0.427
H 1.200 -2.344 -0.584 0.249
H -0.612 -2.523 -0.885 0.294
H 0.603 -2.094 1.340 0.258
H -0.055 2.052 1.807 0.403
H -0.883 0.039 -2.101 0.317
N 0.350 -1.093 1.292 0.113
N 0.373 0.029 2.100 -0.621
N -0.189 1.551 -1.136 -0.092
N -0.461 0.933 -2.284 -0.483

---

(17)
14
Properties=species:S:1:pos:R:3:mulliken_charge:R:1 method="wB97M-V/def2-TZVPD" energy_ha=-374.940101 spin_multiplicity=1 total_charge=0 smiles="N#C/C=N/N.CC#N" lumo_ev=0.32 fmax_ev_per_a=4.14 de_lowest_ev=3.300
C -2.033 0.455 0.077 0.541
C 0.593 -0.999 -0.787 0.643
C -0.042 -1.777 0.256 -1.049
C -0.743 0.923 -0.137 -0.643
N -3.052 -0.081 0.094 -0.449
N 1.388 -0.610 -1.519 -0.532
N 1.213 1.842 0.444 -0.294
N 0.066 1.400 0.763 -0.240
H -0.542 -2.630 -0.216 0.258
H -0.624 -1.222 0.883 0.429
H 0.823 -2.094 0.715 0.328
H -0.543 0.931 -1.236 0.510
H 1.681 1.600 -0.488 0.273
H 1.814 2.261 1.151 0.224

---

(18)
14
Properties=species:S:1:pos:R:3:mulliken_charge:R:1 method="wB97M-V/def2-TZVPD" energy_ha=-374.870419 spin_multiplicity=1 total_charge=0 smiles=c1nnc([C@@H]2CN2)[nH]1 lumo_ev=0.43 fmax_ev_per_a=8.13 de_lowest_ev=5.196
C 1.490 1.267 0.963 -0.468
C 1.056 -0.194 0.384 0.047
C -0.268 -0.258 -0.136 0.177
C -2.297 -0.793 -0.710 -0.290
H 0.617 2.005 0.982 0.286
H 2.146 1.108 1.997 0.250
H 1.485 1.040 -1.295 0.400
H 1.393 -1.167 0.856 0.345
H -3.183 -1.336 -0.917 0.339
H -1.271 -1.343 1.303 0.312
N 2.045 0.592 -0.399 -0.622
N -0.400 0.246 -1.490 -0.090
N -1.520 -0.173 -1.814 -0.525
N -1.294 -0.996 0.275 -0.161

---

(19)
14
Properties=species:S:1:pos:R:3:mulliken_charge:R:1 method="wB97M-V/def2-TZVPD" energy_ha=-374.841281 spin_multiplicity=1 total_charge=0 lumo_ev="-0.66 / -0.66" fmax_ev_per_a=3.91 de_lowest_ev=5.989
C 1.114 1.404 -0.576 -0.300
C 1.544 -0.685 0.415 0.067
C -0.090 1.685 -0.022 0.198
C -0.674 -1.223 -0.384 -0.459
N 1.990 0.561 0.078 -0.496
N 0.604 -1.496 0.085 -0.519
N -1.068 1.047 0.534 -0.055
N -1.476 -0.246 0.379 -0.394
H 1.544 2.204 -1.215 0.312
H 2.298 -1.245 1.001 0.343
H -0.722 -0.847 -1.349 0.528
H -1.260 -2.221 -0.274 0.244
H -1.366 1.372 1.371 0.256
H -2.438 -0.310 -0.043 0.273

---

(20)
14
Properties=species:S:1:pos:R:3:mulliken_charge:R:1 method="wB97M-V/def2-TZVPD" energy_ha=-374.808880 spin_multiplicity=3 total_charge=0 lumo_ev="0.77 / -1.60" fmax_ev_per_a=6.91 s2=2.01 de_lowest_ev=0.741
C 1.948 1.200 0.067 -0.586
C 1.809 -0.973 0.008 -0.191
C 0.622 1.011 -0.007 0.302
C -0.828 -0.883 0.305 -0.420
N 2.649 0.013 0.041 -0.551
N 0.517 -0.604 -0.102 -0.027
N -0.678 1.435 0.175 -0.222
N -1.582 0.325 -0.028 -0.397
H 2.478 2.125 0.155 0.402
H 2.117 -2.001 -0.012 0.432
H -1.258 -1.746 -0.208 0.326
H -0.882 -1.035 1.394 0.337
H -0.970 2.252 -0.350 0.310
H -1.848 0.290 -1.016 0.287